DFT (the ωB97M-V functional and the def2-TZVPD basis) results for a molecular structure, C15H19CoNO5S4 at a distorted geometry.

Element x y z (Å)
H1 -2.6387 -2.6094 1.5867
N1 2.5325 0.0704 0.5295
H2 -0.3975 -3.1704 0.6959
H3 -2.1604 -0.6666 -1.9207
C1 -0.6942 -0.6121 -3.5341
O1 2.5234 3.4234 1.4157
C2 -1.1525 -2.7088 0.0573
C3 -0.9886 2.1480 -2.8740
C4 2.8659 -0.6085 3.1107
H4 -1.4053 2.4377 2.0553
C5 2.7608 -1.2015 0.8172
C6 2.4793 2.4122 0.7398
O2 3.0422 -3.2327 -0.4014
O3 2.3830 2.2968 -0.5336
H5 3.1062 -2.6303 2.3867
O4 2.6860 -1.3043 -1.5141
C7 -2.1674 -1.9266 0.8792
H6 -1.6272 2.1266 -3.7572
H7 -3.2787 0.4475 0.6573
H8 0.0319 -1.2955 -3.9758
H9 -2.7540 2.8683 0.9942
H10 -1.8826 -2.2091 -2.7399
H11 -0.4270 3.0830 -2.8698
S1 0.3030 0.8813 -3.1797
H12 -1.6658 -3.4997 -0.4923
C8 2.5752 1.0398 1.4248
H13 -2.5196 2.9239 -1.5972
H14 2.9285 -0.2397 4.9803
H15 -2.9432 -1.5083 0.2387
C9 2.8416 -2.0351 -0.4702
C10 2.7346 0.7390 2.7591
H16 -2.4590 1.1577 -1.6078
Co1 1.7247 0.4677 -1.1839
O5 2.9665 -1.0035 4.3954
H17 -3.2932 0.8799 2.3722
C11 -1.4014 -1.3006 -2.3722
H18 2.7615 1.5296 3.4991
C12 2.9280 -1.5974 2.1234
H19 -1.4143 -0.3215 -4.2992
C13 -1.8526 2.0599 -1.6220
C14 -2.6581 0.7703 1.4926
C15 -1.9982 2.1085 1.2003
S2 -1.4401 -0.5495 1.8300
S3 -0.7971 2.1381 -0.1557
S4 -0.1581 -1.7786 -1.1406

Properties
Energy relative to the best compared isomer or geometry (same formula, charge and spin), eV: 1.738
HOMO level (alpha / beta), eV: -8.80 / -8.76
Total energy, a.u.: -3989.4976
Kohn-Sham gap (alpha / beta), hartree: 0.314 / 0.323
2S+1: 2



DFT (the ωB97M-V functional and the def2-TZVPD basis) results for a molecular structure, C5H8MgO4Rb at a distorted geometry.

Element x y z (Å)
H1 -3.4203 0.1101 0.0659
C1 -0.2714 0.4549 0.4215
O1 -1.5568 0.2759 0.9119
H2 -1.8987 -0.2585 -2.2659
C2 0.8044 -0.8127 0.9065
C3 -2.3955 -0.2297 -0.1168
H3 0.9581 -0.8834 1.9953
O2 -0.3939 0.3842 -1.0224
H4 0.2394 -1.7369 0.7161
O3 2.6050 0.5076 -0.1136
O4 0.2661 1.6092 0.7485
C4 -1.7735 0.3640 -1.3734
H5 -2.1207 1.3886 -1.5681
H6 -2.3597 -1.3302 -0.1267
C5 2.0701 -0.7923 0.0272
H7 1.8086 -1.1981 -0.9686
Mg1 1.4142 1.8059 -1.0629
Rb1 3.2097 1.8533 2.4112
H8 2.8147 -1.5120 0.4143

Properties
Energy relative to the best compared isomer or geometry (same formula, charge and spin), eV: 0.000
HOMO level (alpha / beta), eV: -4.72 / -7.56
Total energy, a.u.: -720.4406
Kohn-Sham gap (alpha / beta), hartree: 0.144 / 0.245
2S+1: 2



DFT (the ωB97M-V functional and the def2-TZVPD basis) results for 2 unconnected molecules or ions with the total composition C6H11ClF2 at a distorted geometry.

Element x y z (Å)
H1 0.5825 -0.8891 2.9656
C1 0.1496 0.8334 -1.4494
C2 -0.2142 -2.2981 0.5872
H2 1.6612 2.3984 -1.5363
H3 1.6548 1.3406 -0.1843
H4 -1.3791 0.2228 -2.5693
Cl1 -1.9404 -0.2328 1.3105
H5 -0.8276 -2.9154 1.3628
C3 -1.2943 0.8752 -1.7742
H6 -1.5747 1.7610 -2.1345
H7 0.7649 -2.5842 0.4335
F1 1.9785 -0.3184 1.5627
H8 -1.8010 0.7378 -0.8539
H9 0.5852 0.6879 2.4300
H10 0.4019 2.4274 -0.1229
C4 0.6411 -0.3459 2.0371
F2 0.6554 -0.3066 -2.0052
C5 -0.3900 -0.8895 1.0220
C6 0.9801 1.8766 -0.7720
H11 -0.6339 -2.3809 -0.3095

Properties
Energy relative to the best compared isomer or geometry (same formula, charge and spin), eV: 4.129
HOMO level (alpha / beta), eV: -6.93 / -8.06
Total energy, a.u.: -894.9599
Kohn-Sham gap (alpha / beta), hartree: 0.254 / 0.327



DFT (the ωB97M-V functional and the def2-TZVPD basis) results for a molecular structure, C15H37CuN2O5 at a distorted geometry.

Element x y z (Å)
H1 3.2992 -2.4499 -1.1982
H2 2.3240 3.1551 2.8941
H3 2.1628 -0.9508 3.8947
O1 1.6061 2.0549 0.3806
H4 -1.9108 2.0752 -3.5219
H5 -2.0729 -0.9279 -0.5390
H6 -5.6763 -2.6887 0.8299
H7 0.6384 3.2738 2.5796
H8 -2.8771 -0.7484 2.1644
C1 -1.7317 0.8045 0.3111
H9 1.1913 -3.0862 0.8464
N1 2.4184 -2.3476 -0.7147
H10 0.4975 -2.8668 -1.3291
C2 1.6030 3.6630 2.2536
H11 2.6157 -1.7390 -3.2429
H12 1.7594 -3.8179 -2.1080
H13 -0.5393 3.9895 0.4120
H14 -0.9097 -2.4618 0.6179
C3 2.8980 -2.2098 1.7384
C4 -2.6414 -1.7428 1.7854
H15 1.6022 4.7185 2.5256
N2 -1.3087 -0.5406 -0.0042
C5 0.4498 4.1472 -0.0180
H16 -0.9767 1.2958 0.9248
O2 1.0804 -0.5682 -2.4898
C6 1.5232 -2.8364 -1.6969
H17 2.5265 3.8068 0.3843
H18 -2.5224 -2.3812 2.6608
H19 3.9173 -1.9766 1.4306
C7 2.3681 -0.3340 3.0198
H20 -0.8837 1.7969 -1.4149
H21 -5.2548 -1.1415 1.4808
Cu1 1.1246 -0.2413 -0.2790
H22 1.8052 0.5952 3.1090
H23 0.9877 -2.2788 -3.6657
C8 1.6005 -1.8630 -2.8659
H24 -3.4713 2.7660 -2.9517
H25 -2.6743 0.8825 0.8528
C9 2.2539 -3.0649 0.6046
C10 1.4631 0.5328 -3.3428
H26 2.5352 0.6172 -3.5205
O3 -3.6321 -2.2738 0.9086
H27 0.9374 0.4751 -4.2960
H28 -4.9575 -2.7008 2.4416
H29 -3.3371 1.3182 -4.0105
H30 3.4020 0.0036 3.0920
O4 2.0239 -1.0546 1.8174
C11 1.5837 3.3875 0.7354
C12 -4.9564 -2.1899 1.4788
H31 1.1687 1.5113 -2.9634
H32 0.6198 5.2220 -0.0820
H33 2.8569 -2.7644 2.6758
C13 -1.2372 -1.5366 1.0921
C14 -1.8917 1.6195 -1.0401
C15 -2.9144 1.8524 -3.1596
H34 -2.1839 2.6507 -0.8416
H35 0.3599 3.7752 -1.0387
H36 -0.5135 -1.1938 1.8316
H37 2.6398 -4.0838 0.5736
O5 -2.7685 1.0711 -2.0130

Properties
Energy relative to the best compared isomer or geometry (same formula, charge and spin), eV: 1.072
HOMO level, eV: -6.18
Total energy, a.u.: -2719.7234
Kohn-Sham gap, hartree: 0.248